Density functional theory data (ωB97M-V with the def2-TZVPD basis set) for 2 unconnected molecules or ions with the total composition C10H20N2P at a distorted geometry.

Geometry as XYZ:
```
33
Properties=species:S:1:pos:R:3:lowdin_charge:R:1
C -0.337 0.962 -1.664 -0.015
C -0.475 1.299 -0.357 -0.224
C 0.614 -0.658 -0.436 -0.068
C -0.556 2.947 1.598 -0.021
C -2.594 1.592 0.591 -0.043
C -1.364 3.543 -0.709 -0.049
C 0.690 -1.026 -2.936 0.011
C 1.694 -3.040 2.481 -0.300
C 2.065 -4.536 0.039 -0.343
C -1.297 2.409 0.343 -0.481
N 0.337 -0.232 -1.718 -0.134
N 0.023 0.240 0.358 0.083
P 0.715 -3.515 0.850 1.068
H -0.543 1.512 -2.566 0.136
H -0.016 2.126 2.019 0.045
H 0.209 3.701 1.340 0.097
H -1.164 3.342 2.420 0.096
H -2.887 1.133 -0.366 0.084
H -2.600 0.790 1.330 0.080
H -3.551 2.232 0.744 0.118
H -0.343 3.952 -1.036 0.119
H -1.701 3.227 -1.714 0.080
H -1.920 4.346 -0.331 0.066
H 1.479 -0.466 -3.434 0.095
H 1.080 -1.984 -2.591 0.076
H -0.171 -1.096 -3.563 0.085
H 0.839 -2.844 3.177 0.029
H 2.280 -2.106 2.498 0.045
H 2.248 -3.946 2.709 0.023
H 2.170 -5.405 0.729 0.064
H 3.013 -4.010 -0.214 0.070
H 1.816 -4.809 -0.917 -0.019
H 0.246 0.322 1.325 0.128
```

Summary:
Gap between HOMO and LUMO (spin up / spin down) (eV): 6.32 / 6.32
Max |F| (hartree/bohr): 0.06807
E_LUMO (spin up / spin down) (eV): -5.74 / -5.75
ΔE to the lowest compared entry with this formula, charge and spin (eV): 1.7029
Spin multiplicity: 1
Charge: +1

Density functional theory data (ωB97M-V with the def2-TZVPD basis set) for a molecular structure, C12CsF36LiN6O24S12 at a distorted geometry.

Geometry as XYZ:
```
92
Properties=species:S:1:pos:R:3:lowdin_charge:R:1
Li -1.307 -0.643 1.872 0.636
Cs -3.530 -1.964 -4.398 1.039
C -5.472 -2.232 0.233 -0.680
F -6.673 -2.025 0.773 0.141
F -5.106 -1.154 -0.467 0.131
F -4.638 -2.369 1.252 0.140
S -5.426 -3.685 -0.912 0.674
O -6.613 -3.712 -1.672 -0.282
O -4.196 -3.379 -1.667 -0.439
N -5.332 -5.004 0.249 -0.275
S -4.290 -5.971 -0.408 0.560
O -4.562 -6.338 -1.801 -0.347
O -2.891 -5.579 -0.217 -0.316
C -4.462 -7.524 0.674 -0.679
F -5.357 -8.323 0.098 0.118
F -3.322 -8.182 0.764 0.146
F -4.812 -7.142 1.901 0.130
C -2.260 3.131 7.178 -0.656
F -3.497 3.030 7.657 0.125
F -1.433 2.971 8.218 0.106
F -2.130 2.139 6.293 0.127
S -1.912 4.851 6.464 0.641
O -2.421 4.837 5.120 -0.300
O -2.616 5.751 7.362 -0.348
N -0.236 5.111 6.696 -0.299
S 0.589 4.609 5.437 0.548
O -0.023 3.745 4.479 -0.297
O 1.391 5.668 4.830 -0.323
C 1.837 3.507 6.330 -0.674
F 2.741 3.057 5.478 0.145
F 2.488 4.261 7.212 0.115
F 1.125 2.474 6.830 0.111
C 8.593 0.138 -3.551 -0.671
F 7.829 -0.465 -4.407 0.171
F 9.659 -0.618 -3.149 0.079
F 9.185 1.221 -4.098 0.098
S 7.580 0.662 -2.047 0.660
O 7.100 -0.558 -1.442 -0.303
O 8.472 1.518 -1.303 -0.333
N 6.492 1.851 -2.813 -0.267
S 5.242 1.485 -1.963 0.508
O 4.514 0.389 -2.587 -0.326
O 5.372 1.465 -0.510 -0.322
C 4.133 3.010 -2.434 -0.639
F 2.901 2.896 -1.941 0.133
F 4.772 4.145 -2.007 0.070
F 4.044 3.147 -3.732 0.142
C -1.551 -1.818 -1.093 -0.661
F -1.491 -3.044 -1.624 0.121
F -2.138 -0.960 -1.956 -0.004
F -2.240 -1.947 0.040 0.112
S 0.161 -1.102 -0.855 0.659
O 0.947 -2.284 -0.568 -0.269
O 0.548 -0.484 -2.118 -0.265
N -0.140 -0.133 0.503 -0.381
S 0.836 1.059 0.146 0.558
O 2.231 0.707 0.215 -0.263
O 0.459 1.971 -0.909 -0.276
C 0.711 2.000 1.798 -0.675
F 1.067 1.176 2.783 0.135
F 1.502 3.056 1.832 0.167
F -0.551 2.438 1.867 0.114
C -5.039 -0.790 3.895 -0.594
F -5.476 -0.136 2.810 0.120
F -5.982 -0.504 4.819 0.104
F -5.111 -2.119 3.780 0.109
S -3.227 -0.255 4.444 0.632
O -3.048 1.075 3.938 -0.282
O -3.230 -0.421 5.877 -0.276
N -2.166 -1.149 3.553 -0.378
S -1.780 -2.394 4.434 0.579
O -1.082 -2.125 5.672 -0.284
O -2.816 -3.399 4.427 -0.297
C -0.488 -3.334 3.431 -0.658
F 0.728 -2.828 3.566 0.154
F -0.514 -4.602 3.805 0.155
F -0.811 -3.213 2.124 0.096
C -0.365 0.709 -6.188 -0.688
F -0.568 -0.291 -7.041 0.114
F -1.528 1.340 -6.021 0.114
F 0.160 0.222 -5.083 0.169
S 0.766 1.988 -7.004 0.646
O 0.203 2.238 -8.313 -0.329
O 0.908 3.069 -6.075 -0.261
N 2.111 1.046 -7.328 -0.297
S 3.185 1.982 -7.822 0.517
O 2.820 3.267 -8.419 -0.339
O 4.214 2.151 -6.807 -0.297
C 3.928 1.071 -9.328 -0.663
F 3.201 1.357 -10.407 0.113
F 5.192 1.456 -9.520 0.115
F 3.924 -0.252 -9.152 0.110
```

Summary:
Gap between HOMO and LUMO (eV): 5.07
Max |F| (hartree/bohr): 0.12676
E_LUMO (eV): 4.21
ΔE to the lowest compared entry with this formula, charge and spin (eV): 0.0000
Spin multiplicity: 1
Charge: -4

Density functional theory data (ωB97M-V with the def2-TZVPD basis set) for C21H25N3O4 in the gas phase.

Geometry as XYZ:
```
53
Properties=species:S:1:pos:R:3:lowdin_charge:R:1
C -6.767 -1.156 -2.002 -0.063
C -6.710 0.220 -1.347 -0.252
O -6.042 0.198 -0.091 -0.095
C -4.651 0.223 -0.161 -0.379
C -4.097 -0.465 1.104 -0.090
N -2.658 -0.470 1.089 0.081
C -1.963 -1.524 0.580 -0.454
O -2.485 -2.596 0.347 0.071
C -0.504 -1.277 0.395 -0.137
C -0.029 -0.040 -0.068 -0.031
C 1.314 0.190 -0.275 0.002
C 2.188 -0.847 0.011 -0.145
C 1.722 -2.113 0.446 -0.214
C 0.365 -2.331 0.633 0.065
N 2.789 -2.964 0.594 0.129
C 3.829 -2.271 0.262 -0.121
N 3.551 -0.980 -0.100 0.038
C 4.490 -0.010 -0.483 -0.129
C 5.405 -0.293 -1.484 -0.007
C 6.346 0.650 -1.862 -0.086
C 6.366 1.881 -1.235 -0.080
C 5.464 2.175 -0.225 -0.015
C 4.522 1.234 0.173 -0.206
O 3.619 1.406 1.175 -0.083
C 3.611 2.624 1.878 -0.071
O -4.120 1.514 -0.360 -0.094
C -4.498 2.536 0.553 -0.245
C -5.764 3.279 0.135 -0.065
H -7.250 -1.864 -1.334 0.079
H -5.769 -1.523 -2.228 0.071
H -7.333 -1.095 -2.928 0.075
H -6.225 0.945 -2.012 0.123
H -7.722 0.567 -1.122 0.121
H -4.276 -0.330 -1.036 0.162
H -4.436 -1.503 1.100 0.132
H -4.468 0.030 2.003 0.124
H -2.204 0.428 1.143 0.126
H -0.733 0.743 -0.314 0.109
H 1.668 1.137 -0.654 0.115
H -0.014 -3.289 0.950 0.127
H 4.835 -2.645 0.276 0.133
H 5.366 -1.257 -1.969 0.120
H 7.054 0.423 -2.644 0.103
H 7.091 2.626 -1.525 0.106
H 5.509 3.138 0.256 0.105
H 2.821 2.524 2.621 0.098
H 3.383 3.468 1.219 0.099
H 4.565 2.803 2.384 0.098
H -3.650 3.229 0.558 0.119
H -4.626 2.128 1.560 0.113
H -5.668 3.632 -0.889 0.079
H -5.915 4.133 0.791 0.074
H -6.628 2.623 0.204 0.064
```

Summary:
Gap between HOMO and LUMO (eV): 9.01
Max |F| (hartree/bohr): 0.01769
SMILES: CCOC(CNC(=O)c1ccc2c(c1)ncn2-c1ccccc1OC)OCC
E_LUMO (eV): 0.55
ΔE to the lowest compared entry with this formula, charge and spin (eV): 2.5525
Spin multiplicity: 1
Charge: 0

Density functional theory data (ωB97M-V with the def2-TZVPD basis set) for 2 unconnected molecules or ions with the total composition C5H15NOSi2 at a distorted geometry.

Geometry as XYZ:
```
24
Properties=species:S:1:pos:R:3:lowdin_charge:R:1
C 1.699 -0.322 -2.135 -0.131
N 0.462 0.276 -1.709 -0.321
C 0.157 1.440 -2.579 -0.141
Si -0.474 -0.084 -0.288 0.483
C -1.704 -1.566 -0.687 -0.172
O 0.359 -0.905 0.891 -0.482
Si 1.089 -1.788 2.045 0.489
H 2.530 0.316 -1.912 0.078
H 1.888 -1.231 -1.664 0.053
H 1.512 -0.457 -3.226 0.100
H -0.218 2.360 -2.079 0.081
H 1.079 1.811 -2.979 0.055
H -0.464 1.207 -3.478 0.088
H -0.758 1.007 0.472 -0.021
H -2.404 -1.266 -1.457 -0.006
H -1.267 -2.521 -0.840 -0.001
H -2.427 -1.778 0.227 0.062
H 2.336 -2.514 1.757 -0.090
H 0.273 -2.830 2.608 -0.086
H 1.538 -0.705 3.025 -0.053
C -1.402 1.792 3.437 0.000
C -1.170 2.955 3.476 0.016
H -1.903 0.918 3.584 -0.002
H -0.729 3.885 3.509 -0.001
```

Summary:
Gap between HOMO and LUMO (eV): 9.41
Max |F| (hartree/bohr): 0.09895
SMILES: CN(C)[Si@@H](C)O[SiH3].C#C
E_LUMO (eV): 0.83
ΔE to the lowest compared entry with this formula, charge and spin (eV): 1.8002
Spin multiplicity: 1
Charge: 0

Density functional theory data (ωB97M-V with the def2-TZVPD basis set) for 5 unconnected molecules or ions with the total composition C20H35N5 at a distorted geometry.

Geometry as XYZ:
```
60
Properties=species:S:1:pos:R:3:lowdin_charge:R:1
C 1.496 -0.194 -0.032 -0.128
C 0.222 -0.296 -0.932 -0.227
C -0.976 0.453 -0.369 -0.186
C -1.041 1.922 -0.426 -0.243
N -1.156 3.041 -0.447 0.177
H 2.434 -0.304 -0.576 -0.039
H 1.405 -0.959 0.739 0.083
H 1.596 0.802 0.401 0.059
H 0.111 -1.349 -1.191 0.054
H 0.491 0.122 -1.902 0.110
H -1.125 0.091 0.649 0.008
H -1.907 0.208 -0.880 0.143
C -2.501 -0.641 3.914 -0.099
C -2.621 -1.298 2.532 -0.200
C -1.368 -1.318 1.596 -0.187
C -0.324 -2.259 2.025 -0.226
N 0.445 -3.020 2.390 0.164
H -2.244 0.387 3.660 0.024
H -1.700 -1.066 4.519 0.092
H -3.458 -0.554 4.428 0.095
H -3.481 -0.819 2.063 0.095
H -2.961 -2.329 2.634 0.111
H -0.863 -0.355 1.667 0.045
H -1.562 -1.567 0.553 0.123
C 3.941 0.037 -0.296 -0.134
C 3.307 1.331 -0.866 -0.218
C 3.160 1.169 -2.414 -0.178
C 4.427 1.192 -3.167 -0.244
N 5.364 1.234 -3.801 0.143
H 4.966 -0.163 -0.608 0.091
H 3.496 -0.917 -0.578 0.079
H 4.067 0.216 0.772 0.107
H 3.957 2.145 -0.547 0.123
H 2.341 1.527 -0.400 0.063
H 2.538 1.984 -2.785 0.125
H 2.660 0.263 -2.755 0.027
C -1.081 -1.616 -3.064 -0.105
C -0.089 -2.762 -2.947 -0.223
C 1.366 -2.440 -2.605 -0.159
C 1.849 -1.472 -3.580 -0.228
N 2.244 -0.708 -4.318 0.203
H -0.994 -1.048 -2.138 0.000
H -2.137 -1.839 -3.218 0.088
H -0.788 -0.851 -3.783 0.089
H -0.098 -3.319 -3.884 0.118
H -0.398 -3.413 -2.129 0.117
H 1.967 -3.318 -2.840 0.135
H 1.583 -2.034 -1.617 0.095
C -3.647 1.681 2.363 -0.093
C -2.514 2.322 1.472 -0.199
C -1.299 2.948 2.352 -0.129
C -0.332 1.894 2.697 -0.191
N 0.488 1.065 2.920 0.185
H -3.295 0.799 2.900 -0.027
H -4.592 1.390 1.904 0.079
H -3.971 2.261 3.228 0.078
H -2.916 3.028 0.745 0.099
H -2.055 1.524 0.888 0.021
H -1.518 3.410 3.315 0.114
H -0.906 3.783 1.770 0.100
```

Summary:
Gap between HOMO and LUMO (eV): 11.03
Max |F| (hartree/bohr): 0.08284
SMILES: CCCC#N.CCCC#N.CCCC#N.CCCC#N.CCCC#N
E_LUMO (eV): 0.28
ΔE to the lowest compared entry with this formula, charge and spin (eV): 9.0281
Spin multiplicity: 1
Charge: 0

charge of number 4 (C5H15NOSi2)?
0

Look up the max |F| of the fourth one.
0.09895 hartree/bohr

Number 5 is which compound?
C20H35N5